1.
Computed, not measured: C33H28BiIN6O3S as an isolated structure, with wB97M-V/def2-TZVPD.

```
73
Properties=species:S:1:pos:R:3:forces:R:3
Bi 2.387459 -19.797079 6.907384 0.93 -0.82 -0.44
N 4.259142 -18.689170 8.219267 0.15 -1.72 -1.25
C 3.720847 -17.424689 8.613357 0.23 0.31 2.20
C 2.221277 -17.515751 8.990354 0.49 0.96 -0.03
O 1.733734 -16.789319 9.850527 0.60 -0.18 -0.21
N 1.534392 -18.419169 8.290654 -0.86 -0.33 0.16
C 0.175097 -18.710592 8.783851 1.01 -1.18 -0.66
C -0.096335 -20.271774 8.752655 1.83 0.53 0.36
O -1.223393 -20.667777 8.944711 -0.96 -0.16 -0.24
O 0.972649 -20.994140 8.590890 -0.73 0.65 -0.33
H 4.518551 -19.336211 8.945718 -0.20 0.09 0.61
H 5.076739 -18.630030 7.627467 0.01 0.22 -0.22
H 3.918162 -16.759878 7.803779 -0.26 0.78 -0.52
H 4.270177 -17.077410 9.513910 -0.54 0.25 -0.47
H -0.499612 -18.129457 8.162527 -0.64 -0.10 0.38
H 0.166536 -18.447392 9.834703 -0.47 0.38 0.05
I 5.452449 -20.210250 5.060475 -0.23 -0.25 0.28
C 5.132787 -18.327180 4.173475 2.63 -1.70 -0.09
C 6.177018 -17.969850 3.307676 -1.11 -0.26 0.86
C 6.037207 -16.738614 2.671444 0.47 -0.28 -0.52
C 4.955118 -15.961927 2.970166 -0.26 -0.94 -0.16
C 3.892939 -16.401220 3.789369 0.72 1.90 -0.81
C 2.741438 -15.531790 3.806743 -0.04 -1.18 1.24
C 1.728178 -15.951677 4.580793 -0.32 -0.30 0.77
C 1.816361 -17.119271 5.407099 1.78 -0.34 -1.41
C 2.847286 -18.042803 5.378169 0.69 1.78 -0.46
C 4.014481 -17.618379 4.502007 -3.30 0.31 0.52
H 7.013535 -18.667218 3.194114 -0.35 0.51 -0.24
H 6.687233 -16.455747 1.845164 0.20 0.11 0.46
H 4.830793 -15.069932 2.418746 -0.22 0.98 -0.37
H 2.632472 -14.545595 3.383504 0.63 -0.11 -0.62
H 0.838450 -15.363279 4.663642 -0.45 0.30 0.07
H 1.041312 -17.248826 6.089921 -1.43 -0.34 0.99
N 0.025114 -20.386306 5.805316 0.48 -1.35 1.28
C -0.474096 -19.622606 4.776152 1.57 -0.34 -0.61
C -1.557068 -18.876994 4.964077 -0.92 0.56 -1.21
C -1.974477 -18.020951 3.938653 -0.52 1.84 -0.41
C -1.121865 -17.735454 2.877625 -1.09 -0.06 0.12
C 0.083916 -18.490712 2.753352 -1.35 1.43 -1.34
C 1.005711 -18.158855 1.739672 -0.37 0.50 -0.35
C 2.191548 -18.797862 1.726742 0.52 0.43 -0.78
C 2.402050 -19.830961 2.631774 -0.38 -0.09 0.92
N 1.546577 -20.222952 3.537885 -0.94 0.30 0.48
C 0.358111 -19.512097 3.617012 1.17 -0.70 0.81
H 0.255427 -21.302347 5.436263 0.40 -0.22 0.32
H -0.625269 -20.508933 6.587313 0.07 -0.04 -0.30
H -2.134240 -18.966942 5.843906 -0.51 -0.13 0.89
H -2.949398 -17.504067 4.156909 1.16 -0.30 -0.80
H -1.340188 -16.984936 2.080027 0.01 -0.69 0.92
H 0.741539 -17.367894 1.028694 0.24 -0.23 0.32
H 3.016492 -18.517563 1.080575 -0.21 -0.01 -0.14
H 3.379271 -20.238572 2.680871 0.73 -0.83 -0.06
S 3.686864 -26.626558 10.105684 0.25 1.28 0.36
C 4.026274 -25.273358 8.973895 -0.07 -1.40 -0.49
C 3.625698 -24.023679 9.400858 0.06 1.06 -0.42
C 3.800238 -22.991612 8.491097 -0.14 1.13 0.50
N 4.318878 -23.099081 7.265074 -0.83 1.65 0.51
C 4.649152 -24.280376 6.873823 1.53 -3.24 0.09
C 4.592508 -25.434994 7.693439 -0.72 0.14 0.54
C 3.618402 -28.065321 9.164492 -0.44 -2.79 -0.82
C 4.250648 -29.230520 9.704189 -0.07 2.93 -0.91
C 4.065905 -30.421568 9.045221 -0.53 -0.70 1.58
N 3.200433 -30.561630 8.059323 0.91 -1.31 -1.61
C 2.696049 -29.503538 7.422762 -0.75 -0.56 2.69
C 2.771281 -28.286435 8.045895 0.90 2.32 0.16
H 3.183560 -23.781652 10.370623 0.10 -0.42 -0.34
H 3.493210 -21.969514 8.775213 0.07 -0.64 -0.03
H 5.135720 -24.417982 5.911667 -0.26 0.29 -0.18
H 4.899051 -26.450798 7.372212 -0.16 0.98 0.00
H 4.876882 -29.030261 10.565985 0.10 -0.65 -0.01
H 4.478442 -31.313091 9.561669 -0.30 0.29 -0.87
H 1.886858 -29.678821 6.741648 0.16 -0.17 -0.82
H 2.202320 -27.447785 7.643047 0.14 -0.09 0.09
```
Positions in Å, forces in eV/Å.

Gap between HOMO and LUMO = 8.12 eV
Total charge = 0
Energy relative to the best compared isomer or geometry (same formula, charge and spin) = 135.10 kJ/mol

2.
Computed, not measured: C4H4Cl2N2O4RuTl as an isolated structure, with wB97M-V/def2-TZVPD.

```
18
Properties=species:S:1:pos:R:3:forces:R:3
Tl 1.957463 -0.349249 -2.687013 0.83 0.34 -0.81
Ru -0.591644 0.827209 1.471087 -2.66 -1.17 1.27
Cl -0.546008 -0.858013 -3.029381 -0.48 -1.28 0.41
Cl -2.551735 0.942531 0.336243 1.42 0.28 0.66
C 0.528769 1.308096 0.175294 4.36 3.42 -6.96
C 0.385390 -2.531622 -4.577925 -3.98 -1.31 -1.46
C 0.227622 0.856126 -4.879371 -1.77 1.55 -2.95
O 1.147189 1.762495 -0.725964 -2.64 -2.46 4.37
O -0.516506 -3.014002 -5.095344 3.39 1.23 1.39
O -0.573454 1.148380 -5.639515 2.45 -0.87 2.32
N 0.960920 -0.494081 4.693355 -1.61 0.40 -2.79
C 0.169929 -0.130015 3.674795 2.76 -1.28 4.89
N -0.900400 0.612926 3.938552 -0.88 0.68 -1.69
O 0.532813 -0.439926 2.489893 -0.71 0.77 -2.16
H 0.721201 -0.309953 5.638689 -0.13 -0.01 1.10
H 1.634777 -1.194283 4.465925 0.93 -0.38 0.24
H -1.585546 0.813618 3.180616 -0.75 -0.21 2.30
H -1.001780 1.051164 4.852963 -0.54 0.30 -0.14
```
Positions in Å, forces in eV/Å.

Multiplicity = 6
Gap between HOMO and LUMO (alpha / beta) = 7.73 / 4.48 eV
Total charge = +4
Energy relative to the best compared isomer or geometry (same formula, charge and spin) = 152.53 kJ/mol

3.
Computed, not measured: C11H26N6O7Sr as an isolated structure, with wB97M-V/def2-TZVPD.

```
51
Properties=species:S:1:pos:R:3:forces:R:3
O -0.593761 0.199706 -2.541083 1.41 0.37 1.06
H -1.531965 -0.235454 -2.948177 0.61 0.17 0.57
Sr 1.091177 0.214381 -0.294024 -1.92 -0.96 0.87
N 1.725158 -2.211230 -0.968856 0.77 -0.52 -0.44
N -0.534486 -2.036279 0.073303 -1.29 -0.62 0.36
N 0.832970 2.841590 0.173108 -1.38 1.58 1.63
N -0.989357 1.282861 1.062116 -0.56 2.64 1.21
O 2.887666 -2.145684 -1.475644 -0.56 -0.46 0.16
O 1.839660 3.556113 -0.239946 0.55 -0.07 -0.57
O -1.886223 0.447799 1.680772 -0.36 -1.02 -0.34
O -1.726090 -1.863481 0.560222 0.96 -0.65 -0.49
C -0.210005 -3.305208 -0.316049 0.38 1.05 0.04
C 1.080092 -3.412370 -0.895034 -0.09 1.01 0.20
C -0.084902 3.447487 0.950641 1.95 -1.05 -1.79
C -1.105203 2.561741 1.452106 0.23 -3.19 -0.96
C 1.648913 -4.690172 -1.386547 0.20 -0.35 -0.13
H 1.023102 -5.110238 -2.188345 0.17 0.08 0.19
H 1.687259 -5.436266 -0.579052 0.00 0.16 -0.21
H 2.659791 -4.529558 -1.771984 -0.20 0.01 0.08
C -1.105176 -4.484913 -0.163710 -0.31 -0.16 0.08
H -1.311742 -4.947796 -1.140086 0.05 0.12 0.23
H -2.051206 -4.182801 0.293716 0.20 -0.04 -0.10
H -0.634478 -5.255641 0.464745 -0.09 0.20 -0.15
C -0.061817 4.891353 1.308751 0.07 0.29 0.04
C -2.160916 3.083925 2.370126 -0.28 -0.21 0.21
H 0.787603 5.381351 0.825126 -0.16 -0.13 0.09
H 0.017330 5.027762 2.396975 0.03 0.04 -0.20
H -0.990857 5.385751 0.991579 0.20 -0.03 0.05
H -2.854331 2.284928 2.642621 0.13 0.19 -0.04
H -2.721763 3.898320 1.889923 0.18 -0.18 0.08
H -1.713569 3.497629 3.285668 -0.08 -0.10 -0.22
H 2.522095 2.377049 -1.022817 -0.12 0.30 0.21
H -1.807392 -0.445302 1.168814 -0.19 0.91 0.63
C -2.254763 -0.189235 -3.989155 -1.93 0.13 -2.69
H -1.609829 -0.441058 -4.833653 0.05 -0.10 0.35
H -2.595969 0.844999 -4.084163 0.10 -0.20 0.32
H -3.096687 -0.879562 -3.914152 0.24 -0.05 0.42
O 2.669585 1.401812 -1.332969 1.75 1.00 -1.26
H -0.305244 0.872757 -3.180664 -0.24 -0.25 0.16
H 3.487647 1.342715 -1.850679 -0.46 0.09 0.32
C 0.751224 -1.488273 3.938241 -0.28 -0.28 -0.18
N 1.570838 -0.317433 4.171163 0.27 0.24 0.09
C 2.109218 0.403952 3.164610 -0.07 0.16 -0.96
N 2.796853 1.523382 3.533973 -0.04 -0.23 -0.06
O 1.980851 0.096503 1.956631 0.20 0.07 1.53
H 1.274745 -2.207005 3.293482 -0.11 0.21 0.19
H -0.205401 -1.228488 3.462028 0.26 -0.01 0.10
H 0.550347 -1.957288 4.905247 0.04 0.05 -0.20
H 1.702057 0.024927 5.114396 -0.17 -0.21 -0.33
H 3.255033 2.045391 2.802358 -0.10 -0.04 0.17
H 3.004523 1.712552 4.502647 0.03 0.06 -0.33
```
Positions in Å, forces in eV/Å.

Gap between HOMO and LUMO (alpha / beta) = 5.93 / 5.05 eV
Total charge = 0